{
  "formula": "C29H48BrClF2IN3O7S2",
  "method": "ωB97M-V/def2-TZVPD",
  "elements": ["C", "C", "C", "I", "C", "C", "C", "C", "C", "C", "N", "C", "N", "C", "C", "C", "Cl", "C", "C", "O", "Br", "C", "C", "C", "C", "C", "C", "C", "C", "C", "C", "C", "C", "C", "O", "C", "O", "H", "H", "H", "H", "H", "H", "H", "H", "H", "H", "H", "H", "H", "H", "H", "H", "H", "H", "H", "H", "H", "H", "H", "H", "H", "H", "H", "H", "H", "H", "H", "H", "H", "H", "H", "H", "H", "H", "H", "H", "H", "H", "H", "H", "H", "H", "H", "H", "N", "S", "O", "O", "F", "S", "O", "O", "F"],
  "xyz": [[-2.3780, -2.0157, -1.4196], [-1.9761, -2.3625, 0.0855], [-0.8493, -1.4620, 0.6599], [-0.7739, -1.7035, 2.8413], [0.6229, -1.7956, 0.0972], [0.8279, -3.3655, 0.0310], [0.4523, -4.0266, -1.1881], [0.6121, -5.4911, -1.2057], [1.1252, -6.0046, 0.0523], [1.4640, -5.2018, 1.1931], [1.2893, -3.8727, 1.1767], [0.7278, -1.0458, -1.2785], [2.1292, -0.6659, -1.7290], [2.1610, 0.8111, -1.9632], [2.2050, 1.6875, -0.6590], [1.3342, 3.0087, -0.8891], [2.3239, 4.4268, -0.2748], [2.3555, -1.4295, -3.0272], [1.7397, -0.8082, -4.3206], [2.3299, -0.0187, -4.9276], [0.0018, -1.3066, -5.1106], [3.2150, -1.1872, -0.8308], [4.6256, -0.5222, -1.1083], [2.8907, -1.2691, 0.6974], [3.6929, -0.2510, 1.6028], [2.9477, 0.2660, 2.9080], [3.8823, 1.3515, 3.6272], [3.2284, 2.7848, 3.4455], [1.9446, 2.9903, 4.3377], [0.6924, 3.5878, 3.6202], [-0.2713, 2.5184, 3.0364], [-1.5517, 3.1332, 2.3253], [-2.8877, 2.5216, 2.8805], [-3.7638, 1.8205, 1.7834], [-4.5635, 0.7926, 2.3382], [-5.7293, 0.5472, 1.5758], [1.5058, -1.2051, 1.0585], [-1.9134, -2.7266, -2.1487], [-2.0710, -0.9736, -1.6719], [-3.4857, -2.0921, -1.5062], [-1.8275, -3.4565, 0.2247], [-2.8997, -2.1199, 0.6741], [-1.1091, -0.3846, 0.5041], [0.0426, -3.5734, -2.1041], [0.3352, -6.1247, -2.0607], [1.2596, -7.1024, 0.1362], [1.8751, -5.6732, 2.1060], [0.1859, -0.0757, -1.1362], [0.1535, -1.5364, -2.0999], [1.2662, 1.1822, -2.5235], [3.0291, 1.1334, -2.5916], [1.7673, 1.2030, 0.2422], [3.2118, 2.0547, -0.3791], [1.1302, 3.2131, -1.9575], [0.4368, 2.9630, -0.2448], [1.9534, -2.4713, -2.9567], [3.4398, -1.5543, -3.2411], [3.3661, -2.2458, -1.1709], [4.9466, -0.6195, -2.1665], [5.3553, -1.1191, -0.5055], [4.6787, 0.5365, -0.7970], [3.2465, -2.2799, 1.0392], [4.0300, 0.6713, 1.0893], [4.6128, -0.7644, 1.9828], [2.0018, 0.8106, 2.6703], [2.7334, -0.6001, 3.5683], [4.0643, 1.1264, 4.6967], [4.8260, 1.3968, 3.0203], [3.9498, 3.6148, 3.6140], [2.9027, 2.8794, 2.3728], [2.1936, 3.6544, 5.1957], [1.6784, 1.9829, 4.7475], [0.1011, 4.1568, 4.3857], [0.9309, 4.3166, 2.8102], [0.2063, 1.8639, 2.2533], [-0.6538, 1.8018, 3.8058], [-1.5642, 4.2488, 2.3493], [-1.5083, 2.8648, 1.2328], [-2.7530, 1.8156, 3.7278], [-3.5082, 3.3855, 3.2300], [-3.1285, 1.3664, 0.9649], [-4.4237, 2.5586, 1.2531], [-6.2554, 1.4786, 1.2432], [-5.5647, -0.1240, 0.7093], [-6.4653, 0.0161, 2.2342], [-5.4408, 1.1213, -5.1161], [-6.9359, 1.2923, -5.6081], [-7.9534, 0.7425, -4.7673], [-7.1655, 1.2336, -7.0148], [-7.1086, 2.8531, -5.3277], [-4.9569, -0.3666, -5.1969], [-3.7394, -0.5991, -4.4667], [-5.0450, -1.0320, -6.4557], [-6.0166, -1.1611, -4.3104]],
  "lowdin_charge": [-0.074, -0.285, -0.573, 0.926, -0.387, -0.231, -0.010, 0.000, -0.049, -0.098, 0.103, -0.020, -0.146, -0.108, -0.205, -0.489, 0.538, -0.078, -0.777, 0.064, 0.784, -0.199, -0.009, -0.240, -0.132, -0.169, -0.176, -0.201, -0.198, -0.209, -0.219, -0.188, -0.154, -0.247, -0.209, -0.122, -0.196, 0.061, 0.075, 0.090, 0.107, 0.095, 0.084, 0.089, 0.110, 0.102, 0.120, 0.141, 0.094, 0.142, 0.155, 0.105, 0.074, 0.078, 0.060, 0.129, 0.140, 0.157, 0.090, 0.115, 0.074, 0.154, 0.080, 0.129, 0.073, 0.112, 0.109, 0.100, 0.108, 0.081, 0.107, 0.111, 0.118, 0.104, 0.081, 0.094, 0.112, 0.085, 0.109, 0.114, 0.114, 0.125, 0.096, 0.087, 0.096, -0.308, 0.478, -0.293, -0.284, -0.202, 0.451, -0.351, -0.287, -0.203],
  "lumo_energy_ev": -1.286,
  "spin_multiplicity": 1,
  "total_charge": 0,
  "gap_ev": 7.1,
  "e_tot_ev": -167419.4280
}